(1)
A structure of composition C38H46FeOP2Si, computed with ωB97M-V/def2-TZVPD.

HOMO level (alpha / beta) in eV: -4.4 / -6.5
E in Eh: -3786.4777
Spin multiplicity: 5
Lowest unoccupied orbital energy (alpha / beta) in eV: 0.01 / 0.03
Largest force on an atom in eV Å⁻¹: 4.66

Structure (XYZ):
```
89
Properties=species:S:1:pos:R:3:forces:R:3:lowdin_charge:R:1
H 1.8495 0.5159 2.7884 0.017 -0.142 0.005 0.025
H -3.4115 1.2071 -3.0325 0.330 -0.478 -0.355 0.117
H 2.8068 -3.3063 0.4909 0.293 0.029 -0.133 0.092
O -0.3663 1.3738 2.5330 0.486 0.095 -1.101 -0.412
C -2.5396 -3.4805 -0.7115 -0.132 0.411 0.323 -0.073
H -2.9150 2.0733 4.0772 0.075 -0.171 0.024 0.019
H 7.3821 -1.3580 0.1234 -0.272 -0.146 0.040 0.107
C -3.4936 -3.5059 1.9256 0.084 -0.014 -0.177 -0.060
H -2.7948 -1.0161 -2.5283 0.281 0.230 -0.213 0.097
H 0.5303 -1.3903 3.7499 -0.191 0.078 0.066 -0.007
C -3.1053 3.0216 -0.4406 0.644 -0.900 0.839 -0.048
H 1.3483 0.8115 -2.0519 -0.650 0.326 -0.301 0.081
H 5.4235 0.1335 0.4412 -0.050 -0.355 -0.078 0.110
C 2.7806 1.1558 -0.0431 0.332 0.381 -0.420 -0.305
H -4.3884 -0.5796 0.4237 -0.009 0.200 -0.135 0.099
H 1.4895 2.2166 1.3469 -0.066 -0.066 -0.084 0.086
C 3.6336 1.2859 -1.1547 -0.178 0.259 0.228 -0.107
Si -0.7952 0.7671 3.9150 0.221 -0.006 0.457 0.159
H -2.1314 -3.4762 -1.7234 -0.235 -0.025 0.207 0.099
C 5.2781 -0.9452 0.3477 -0.089 -0.408 -0.006 -0.091
H -3.2738 0.4078 3.6116 0.108 0.058 0.045 -0.002
C -3.7089 -4.6102 1.0900 0.171 0.317 -0.094 -0.070
C 3.8057 -2.8893 0.3767 0.447 0.307 -0.087 -0.072
Fe -1.1647 1.3595 -2.0551 0.122 0.527 4.418 0.537
H -1.1896 -1.7322 3.5618 0.136 0.083 0.095 -0.013
H -1.6273 0.6284 -5.3304 -0.149 0.245 0.236 0.103
H 0.0456 2.2830 -5.3146 -0.106 0.004 0.134 0.111
C 1.0462 -1.2721 0.3012 1.859 -0.588 -0.009 -0.295
C 4.9165 -3.7248 0.2456 0.001 0.117 0.007 -0.076
C 0.5048 0.8842 -2.7556 2.306 0.898 -1.415 -0.240
C -0.4687 -1.1166 4.1155 -0.075 0.016 0.075 -0.170
C -0.6542 2.4116 -4.4707 -0.433 0.147 -0.927 -0.190
C 3.8847 2.5473 -1.6954 -0.050 -0.106 0.010 -0.075
H 3.4676 4.6635 -1.5941 -0.061 -0.299 0.153 0.107
H 2.6863 -1.0760 3.0364 -0.049 0.335 -0.137 0.066
C 3.9834 -1.4959 0.3938 0.528 -0.320 0.208 -0.306
H 0.1491 2.6708 5.2487 -0.009 -0.202 0.020 0.016
C 2.6971 -0.1194 2.4939 0.371 0.220 0.291 -0.172
H -3.3641 -5.4671 -0.8649 0.074 0.298 0.220 0.107
H -2.7508 4.0106 -0.7392 -0.131 -0.282 0.295 0.116
H 4.5793 2.6387 -2.5302 -0.228 0.005 0.151 0.107
H -5.1498 3.6152 -0.1589 0.194 -0.236 -0.154 0.106
H 1.9229 4.4337 0.3489 0.107 -0.286 -0.096 0.113
C -4.0207 0.4199 0.2061 0.008 0.758 -0.565 -0.075
H 0.4798 0.0144 -4.7559 -0.040 -0.048 0.465 0.107
H -5.9615 1.3226 0.3347 0.266 0.157 0.099 0.108
C 0.4211 -0.3117 -3.7001 0.183 -0.541 -0.275 -0.161
C -4.4408 2.7859 -0.1475 0.037 0.323 -0.285 -0.085
H 0.5861 3.0925 -2.7772 -0.089 -0.301 0.081 0.108
H -1.0046 3.4574 -4.5420 0.044 -0.422 0.110 0.110
C -2.1573 1.9500 -0.3248 -1.550 0.212 0.511 -0.171
H 3.6547 0.3962 2.6620 -0.242 -0.109 0.142 0.068
C 2.1552 2.2993 0.4839 0.121 -0.283 0.221 -0.064
H -3.8364 -3.5254 2.9628 0.103 0.031 -0.356 0.114
C -0.0379 -0.4718 0.0526 -2.065 0.106 1.013 -0.354
H -0.5261 -1.4160 5.1722 -0.014 0.034 -0.150 0.021
C -3.2176 -4.5964 -0.2205 0.019 -0.159 0.135 -0.080
H -1.2555 -1.5183 -4.4670 0.096 0.179 0.460 0.116
C 3.2661 3.6803 -1.1633 0.030 -0.175 0.073 -0.079
C -4.9009 1.5015 0.1583 0.203 -0.445 0.166 -0.065
H 1.3067 -0.9465 -3.5335 -0.230 0.242 -0.068 0.109
C 2.4027 3.5493 -0.0740 0.021 0.131 -0.283 -0.066
C -2.3829 0.9203 -3.3093 -2.945 -1.287 -1.236 -0.304
H -2.6927 2.0231 -5.0762 0.245 -0.331 -0.003 0.111
H -4.2586 -5.4775 1.4665 0.250 0.292 -0.162 0.108
C 6.3809 -1.7854 0.1920 -0.216 -0.302 -0.010 -0.073
C 0.2385 1.5770 5.3104 -0.320 -0.057 0.077 -0.193
C -2.6533 0.6167 -0.0553 -0.105 0.334 0.276 -0.299
P 2.5649 -0.4568 0.7407 -1.580 -0.727 -0.089 0.971
C -0.8504 -1.1823 -3.4905 0.130 0.177 0.020 -0.184
H -2.9287 0.7951 5.3081 0.034 -0.002 -0.157 0.016
H 7.0637 -3.8316 0.0003 -0.290 0.219 0.081 0.105
C -2.8420 -2.3711 1.4384 -0.002 -0.004 -0.225 -0.084
P -1.6757 -0.8322 -0.5385 3.435 2.572 1.806 1.103
C -2.3893 -2.3394 0.1034 -0.463 -0.945 -0.124 -0.312
H 4.7661 -4.8081 0.2409 0.151 0.390 -0.031 0.108
H 1.3054 1.3325 5.2091 -0.184 -0.022 -0.021 0.007
H 0.9814 -2.3664 0.3807 0.161 0.536 -0.173 0.055
H 4.1096 0.4066 -1.5879 -0.121 0.227 0.082 0.109
C -1.9049 -0.3799 -2.7206 -2.640 -1.673 -2.461 -0.367
C 6.1995 -3.1758 0.1311 -0.159 0.204 -0.007 -0.077
C -2.6471 1.0252 4.2706 -0.039 0.042 0.218 -0.187
H -0.0886 1.2605 6.3096 0.108 0.072 -0.051 0.012
C -1.8784 1.4370 -4.6209 0.340 0.836 -0.970 -0.187
H 0.0401 0.5581 0.4438 -0.365 -0.219 -0.420 0.035
H -1.0630 2.1978 -0.2490 -0.656 -0.199 0.158 0.122
C 0.0536 2.2185 -3.1664 2.439 -0.443 -0.347 -0.244
H -2.6840 -1.4991 2.0805 -0.086 -0.297 -0.236 0.096
H -0.5958 -2.1008 -2.9297 -0.047 0.361 -0.116 0.093
```
Forces are in eV/Å.

=====

(2)
A structure of composition C38H46N9O5S2Sn, computed with ωB97M-V/def2-TZVPD.

HOMO level in eV: -14.9
E in Eh: -3354.5520
Charge: +3
Lowest unoccupied orbital energy in eV: -9.23
Largest force on an atom in eV Å⁻¹: 2.55

Structure (XYZ):
```
101
Properties=species:S:1:pos:R:3:forces:R:3:lowdin_charge:R:1
O 2.9402 -1.9368 1.1745 -0.321 -0.073 0.228 0.049
H -2.2179 -4.1721 4.2664 0.041 -0.030 0.029 0.112
C -1.9454 1.2528 -2.6136 0.278 -0.378 0.107 -0.079
C -3.9771 2.5972 -3.0404 -0.490 0.054 -0.013 0.025
C 0.1462 -4.2089 -1.1565 0.071 -0.118 0.042 -0.167
H -4.9768 0.8273 1.4832 0.030 -0.003 0.027 0.109
C -1.2036 -3.8359 2.4064 0.029 -0.045 -0.177 -0.055
C -0.8612 -0.3396 2.7390 -0.090 -0.238 -0.132 -0.097
H 0.0484 1.4419 4.2101 -0.004 -0.048 0.006 0.152
H -3.8688 -6.1355 0.8449 -0.026 0.025 -0.006 0.118
H -1.2279 -0.2086 3.7574 0.022 -0.070 -0.020 0.150
H -0.4348 -3.2083 2.8455 0.089 -0.278 0.088 0.104
C 3.5807 2.8287 -0.7402 0.614 0.165 -0.139 -0.345
C 0.5625 0.8135 -2.3776 0.424 -0.137 2.291 -0.085
O -1.3154 1.1306 0.8921 0.713 0.253 -0.219 -0.108
C -0.1971 -3.6084 -2.3608 -0.022 0.060 0.074 -0.026
C -2.1957 -4.3801 3.2043 -0.113 0.049 0.035 -0.074
C -3.6561 -0.8944 2.8034 -0.064 -0.178 0.206 0.016
H 2.9634 4.9095 3.7117 -0.057 -0.039 0.024 0.110
H 2.6651 0.3799 -2.2785 -0.084 -0.070 -0.150 0.073
C 0.0064 -4.2791 -3.5605 0.097 -0.007 -0.019 -0.061
H -3.6607 1.5791 0.5644 -0.031 0.053 -0.077 0.079
C -0.5879 0.9022 -3.1423 0.078 -0.132 -0.179 -0.253
C 4.8683 3.1500 -1.0035 -0.343 0.015 -0.010 -0.320
H -2.1974 4.4253 -3.8674 -0.084 -0.092 -0.030 0.119
O 1.9936 2.0751 1.8931 -0.304 -0.495 -1.220 -0.057
C 0.5599 -5.5486 -3.5656 -0.024 0.065 -0.032 -0.057
H -1.4187 4.9046 0.5707 -0.034 -0.039 0.021 0.112
H -1.8786 1.5160 -1.5609 -0.206 0.232 0.066 0.109
H -0.7371 3.4794 -3.5287 -0.041 -0.115 -0.030 0.111
H 2.8462 -0.0908 -4.6786 -0.011 -0.020 -0.053 0.126
H -4.2404 -0.0506 0.1310 0.008 -0.045 -0.061 0.111
C -1.1616 -4.1125 1.0384 -0.136 -0.223 0.231 -0.145
H 4.2777 3.7345 3.8699 -0.030 -0.024 0.012 0.114
H 3.8858 -1.0388 0.2271 0.027 0.055 0.072 0.042
H 5.2758 4.1132 -1.2593 -0.016 0.027 0.012 0.092
C -4.0472 0.6416 0.9493 0.030 0.147 -0.166 0.006
C 0.7600 0.2638 -5.0592 0.045 -0.031 -0.279 -0.036
H 0.9340 -5.9907 -0.2336 0.009 -0.027 0.004 0.125
C 1.7947 2.0456 3.1273 -0.214 -0.123 0.666 -0.352
N 1.2175 3.3254 -0.3764 -0.646 -0.606 0.609 -0.003
C 1.7835 0.4525 -2.9013 0.109 -0.115 -0.288 -0.111
S 1.1016 5.8766 -0.2713 -0.220 -0.361 -0.027 1.138
C 0.6935 -5.4920 -1.1655 -0.199 0.043 -0.080 -0.025
C 0.8863 -6.1597 -2.3627 0.097 -0.076 0.083 -0.047
H -0.8283 -1.4059 2.5037 -0.105 0.146 0.135 0.106
C -2.1494 -4.9171 0.4780 0.244 0.087 0.007 0.001
C -1.7714 3.6480 -3.2371 0.342 0.408 -0.056 0.025
C 0.3837 4.3075 -0.1356 0.067 0.362 -0.158 -0.671
H -4.3978 -0.3918 3.4243 0.047 0.053 -0.004 0.114
Sn 0.9964 0.8932 0.1125 0.199 0.065 -1.486 1.631
H -2.5044 2.1264 -4.3777 -0.011 0.042 0.017 0.167
H -4.3669 3.4675 -3.5630 0.111 0.011 -0.048 0.116
O -1.3202 -1.4699 -0.3511 0.227 0.049 0.047 0.073
O 0.4298 0.1880 2.5978 0.396 0.240 -0.031 -0.193
H -4.5672 1.7288 -3.3259 0.143 -0.080 0.001 0.117
H -2.9139 -1.3548 3.4463 -0.025 -0.036 -0.086 0.082
H -3.9251 -5.6502 3.2661 0.020 -0.034 0.017 0.116
H 1.7519 -4.3018 1.1780 0.146 0.047 -0.068 0.174
H 0.8327 0.0499 -6.1170 -0.040 -0.022 -0.001 0.126
H -0.6339 -2.6180 -2.3736 -0.042 -0.010 -0.015 0.100
N 0.8743 -1.3822 0.3012 0.671 2.463 -0.079 0.078
H -2.1296 -5.1287 -0.5823 -0.012 -0.049 -0.004 0.125
C 1.8122 -2.2603 0.8306 0.021 -0.501 0.276 -0.509
C -0.4593 0.6057 -4.5054 0.002 0.050 0.219 -0.026
H 1.4886 2.1872 5.7526 0.023 -0.002 -0.035 0.091
H 1.2879 -7.1640 -2.3539 0.045 0.016 -0.021 0.118
H 3.1129 2.8754 5.8934 -0.010 -0.084 -0.025 0.115
H -4.0673 2.7593 -1.9701 0.135 0.009 0.057 0.104
N -3.0771 0.0644 1.8670 0.297 0.325 -0.262 -0.095
H -1.1539 3.2241 0.5628 -0.183 0.040 0.024 0.063
C -1.7919 0.3343 1.7538 -0.434 -0.163 0.196 -0.378
C 2.6112 5.1323 -0.6156 -0.011 -0.156 -0.063 -0.312
C 2.1500 2.9690 5.3915 -0.036 -0.045 0.236 0.010
H 3.3547 3.8265 2.3554 0.023 0.040 -0.011 0.082
H 1.4450 0.3400 4.3772 -0.055 0.033 0.049 0.166
C 2.4935 3.7809 -0.6210 0.068 0.527 0.057 -0.343
C -3.1308 -5.4767 1.2820 -0.099 0.033 0.074 -0.043
H 5.5529 -0.8914 -0.1696 0.037 0.023 -0.102 0.122
N -0.9471 4.1226 0.1405 0.212 -0.105 0.046 0.109
H 0.7440 -6.0579 -4.5016 -0.072 -0.047 0.006 0.116
N 4.6262 -0.5039 -0.2432 0.019 0.130 -0.143 0.148
H -1.7993 3.9628 -2.1977 -0.110 -0.101 0.086 0.083
H -0.2658 -3.8039 -4.4937 0.008 0.005 -0.004 0.107
H -4.1607 -1.6813 2.2420 0.100 -0.029 -0.031 0.118
C -0.2816 -2.0004 -0.0025 -0.535 -0.906 -0.296 -0.454
H -2.6127 0.3958 -2.7124 -0.131 0.090 -0.007 0.151
N -2.5485 2.3926 -3.3919 -0.049 -0.055 0.150 -0.171
C 0.8818 0.9700 3.6830 0.151 0.110 0.082 -0.065
N 2.3508 2.9124 3.9494 0.141 0.014 -0.437 -0.104
N 3.3621 1.4848 -0.4745 -1.155 -0.660 0.685 -0.014
C 3.2933 3.9085 3.4349 0.080 0.058 -0.095 0.024
S 5.8864 1.7761 -0.8840 -0.328 -0.341 0.093 1.141
C -3.1577 -5.2107 2.6436 -0.031 0.027 -0.045 -0.059
C 1.8869 0.1841 -4.2622 0.069 0.062 0.150 -0.029
N 1.2361 -3.4760 0.9187 -0.193 0.193 -0.081 0.198
C -0.0453 -3.5333 0.1995 -0.022 0.599 -0.248 -0.242
C 4.4941 0.7976 -0.4717 0.679 0.130 -0.195 -0.646
H 3.4906 5.7335 -0.7712 0.025 -0.001 -0.006 0.093
H -1.3376 0.6168 -5.1441 -0.004 -0.031 -0.051 0.125
H 1.7311 3.9396 5.6587 -0.053 -0.033 -0.041 0.113
```
Forces are in eV/Å.

=====

(3)
A structure of composition C38H46OP2SiSn, computed with ωB97M-V/def2-TZVPD.

HOMO level (alpha / beta) in eV: -5.0 / -5.0
E in Eh: -2737.0295
Lowest unoccupied orbital energy (alpha / beta) in eV: -0.15 / -0.19
Largest force on an atom in eV Å⁻¹: 4.69

Structure (XYZ):
```
89
Properties=species:S:1:pos:R:3:forces:R:3:lowdin_charge:R:1
H -4.5100 -1.1150 -0.4572 -0.090 0.366 -0.156 0.104
H 4.6828 -4.2318 1.7097 0.107 0.204 -0.079 0.110
C 4.7583 2.3961 -2.3674 -0.215 -0.351 -0.138 -0.075
C -2.4243 1.0752 -3.0445 -2.014 -1.276 -0.149 -0.133
C -4.0612 -4.4049 1.4490 0.137 0.189 -0.250 -0.087
C -4.2616 -0.0513 -0.4427 0.410 0.678 0.202 -0.084
C 2.7727 2.5087 -0.4327 -0.160 0.349 -0.034 -0.152
H 1.6309 0.4737 -2.2363 -1.028 0.190 0.091 0.040
H 2.7210 4.6812 -0.8657 0.367 -0.880 0.194 0.119
H 1.5411 1.2332 2.2409 0.447 -1.507 -1.984 0.069
H 1.8809 -2.2117 -1.3459 0.227 0.449 0.278 0.074
H -2.8677 -0.9780 -2.7002 0.591 0.853 0.043 0.100
C -2.6825 -2.4315 1.7578 -0.425 -0.456 -0.575 -0.067
H -1.3618 2.5969 4.8130 0.038 -0.082 0.022 0.023
C 3.1924 3.6968 -1.0656 1.007 -0.032 0.135 -0.061
H -3.7187 -3.4462 3.3342 -0.029 -0.028 0.175 0.095
H -0.9850 3.7658 -2.5447 -0.094 -0.137 -0.107 0.105
H -6.2843 0.6011 -0.7196 0.220 0.106 -0.142 0.102
H -4.7029 -5.1821 1.8652 0.151 0.236 -0.110 0.102
C -0.9586 -0.8502 -3.7680 -0.489 0.162 0.142 -0.191
H 5.4962 2.3277 -3.1706 -0.070 0.051 0.418 0.108
H -0.7548 -1.8399 -3.3098 0.154 0.583 -0.379 0.095
H -5.7590 3.0371 -0.5571 0.195 -0.103 -0.126 0.101
H 1.9973 2.5609 0.3664 0.684 0.148 -0.882 0.031
C -3.7595 -4.4037 0.0842 0.247 -0.184 -0.152 -0.089
H 2.7689 -2.9947 0.6788 0.424 0.249 0.180 0.109
C 0.3449 -1.0737 4.5396 -0.289 0.308 0.015 -0.167
H 4.7264 4.5574 -2.3973 -0.431 -0.566 0.343 0.111
C -2.7509 -0.2640 4.4879 0.416 0.076 -0.118 -0.168
H 0.4427 -1.2218 5.6274 -0.161 0.098 -0.302 0.025
C 3.9945 -1.2560 0.2217 -0.518 -0.480 0.024 -0.293
C -3.6498 2.6505 -0.2224 -0.805 0.541 0.021 -0.103
H -3.0194 -1.2979 4.2425 -0.004 0.262 0.097 -0.004
H -1.6882 2.2394 0.1078 -1.408 -0.564 -0.415 -0.020
P 2.5009 -0.2767 -0.1257 -0.832 -0.531 0.133 0.935
H 0.0253 3.3230 -3.9191 0.080 0.230 0.053 0.115
C 4.2913 3.6445 -1.9518 -0.802 -0.024 -0.122 -0.070
C 3.7728 -2.5586 0.7171 0.620 0.362 0.136 -0.066
H -1.2684 -0.9970 -4.8232 -0.039 -0.259 0.479 0.122
H 0.1086 -2.0466 4.0880 0.141 0.159 0.009 0.020
H -2.5526 2.8722 -4.0322 0.429 -0.216 -0.356 0.114
H 4.5364 0.2577 -2.2533 -0.035 0.061 -0.117 0.114
C -2.4646 -2.3943 0.3742 -0.124 -0.735 0.243 -0.379
Sn -0.1291 1.0968 0.4935 -1.078 -0.490 1.168 1.166
C -0.6034 2.9155 -3.1232 -0.964 -0.374 0.016 -0.164
H -2.2008 -1.6913 2.3896 -0.258 -0.058 -0.181 0.061
C 0.6806 0.8400 -2.6401 0.961 1.022 -0.053 -0.157
C 0.2714 2.0620 -2.2665 0.976 0.020 -1.546 -0.203
C -5.2497 0.9258 -0.6009 -0.205 -0.001 0.400 -0.080
C 3.2282 1.2414 -0.8530 0.101 1.367 -0.660 -0.346
H -0.2098 -2.7679 -0.9674 0.103 0.294 -0.674 0.061
C 6.1139 -2.6896 1.2789 0.837 0.458 -0.242 -0.084
H 1.0915 -0.6665 -4.0203 0.290 0.170 -0.138 0.107
C -1.7580 2.1338 -3.8274 0.379 1.317 -0.104 -0.181
H 5.4564 0.2616 -0.2910 0.028 -0.463 0.450 0.091
C -0.6484 1.8101 5.0832 0.143 -0.224 -0.422 -0.184
C -0.0279 -1.7036 -0.7375 -1.913 -1.954 1.011 -0.410
H -2.6605 -3.3911 -1.5180 -0.302 -0.125 0.164 0.104
H 0.3563 2.2036 4.8804 -0.095 -0.022 0.007 0.015
C -2.9064 0.3074 -0.2246 -2.037 0.466 -0.109 -0.381
C 6.3621 -1.4587 0.6695 -1.179 0.297 -0.251 -0.059
H 0.2304 0.6806 -4.7422 0.063 -0.234 0.503 0.111
C 2.1450 0.4899 1.5624 1.858 0.864 2.280 -0.317
H -2.9137 -0.1059 5.5607 0.097 -0.092 -0.102 0.026
H -3.4049 3.7028 -0.1132 0.096 -0.099 0.040 0.110
H 0.8569 2.6457 -1.5569 -0.255 -0.464 -0.088 0.037
C -2.1036 -0.2299 -3.0169 -1.145 -0.070 -1.176 -0.182
H -0.7164 1.6490 6.1642 -0.061 -0.123 -0.129 0.021
C -3.5128 -3.4246 2.2754 0.186 -0.056 -0.102 -0.076
C 5.2846 -0.7190 0.1578 0.316 -0.418 0.379 -0.071
H -3.4705 1.3526 -2.7309 1.303 -0.387 0.157 0.112
C 1.3367 -1.4333 -0.7961 1.660 0.850 0.132 -0.385
H 2.1648 -0.4126 2.1625 0.270 -0.181 0.383 0.033
O -0.7682 0.5452 2.4290 -0.080 0.028 0.809 -0.551
H 7.3412 -1.0214 0.5732 0.285 -0.171 0.225 0.102
H 6.9439 -3.2094 1.7375 -0.016 -0.146 -0.004 0.105
C -2.9393 -3.4184 -0.4646 -0.208 0.357 0.795 -0.093
H -3.4327 0.4168 3.9632 0.038 -0.172 -0.025 0.036
P -1.6081 -0.9985 -0.3076 3.972 2.474 0.383 0.876
C 4.8545 -3.2483 1.2750 -0.950 -0.200 -0.193 -0.076
C -2.6646 1.7011 -0.0805 0.530 -0.300 -0.189 -0.212
C 0.2839 0.0443 -3.8380 0.339 -0.567 -0.637 -0.182
Si -0.9646 0.2407 4.0253 0.325 0.377 0.038 0.306
C -4.9639 2.2987 -0.4975 0.039 -1.072 0.102 -0.085
H -1.3668 1.7411 -4.7776 -0.384 0.229 0.245 0.101
H 1.3305 -0.7368 4.1737 -0.328 -0.184 0.095 0.005
C 4.1977 1.2136 -1.8690 -0.275 0.365 -0.020 -0.109
H -4.1427 -5.1867 -0.5649 -0.025 0.057 0.144 0.099
H 3.1358 1.0221 1.6180 -0.467 -0.860 0.376 0.075
```
Forces are in eV/Å.

=====

Relative energy (zero: lowest compared OMol25 entry of this formula, charge and spin)
In order: 0.1160 1.7030 6.0630
Unit: eV